The following is a quantum chemistry calculation of 2 unconnected molecules or ions with the total composition C31H37F3O2S in a non-equilibrium geometry, from OMol25.

Values from the calculation:
F_max: 2.818 eV Å⁻¹
Frontier orbital gap: 2.17 eV
E_HOMO: -5.18 eV
Energy: -2051.5841 Eh

XYZ file:
```
74
Properties=species:S:1:pos:R:3:forces:R:3
C 3.573704 -5.073679 1.894809 0.1 -0.1 0.2
C 2.680728 -4.489480 0.846146 -0.3 0.1 -0.3
C 2.867051 -3.172107 0.438456 0.0 -0.1 -0.1
C 2.108757 -2.601760 -0.586446 -0.1 -0.3 0.3
C 2.485346 -1.201306 -0.984441 0.3 0.5 0.0
C 1.061360 -3.344634 -1.166336 0.1 0.1 0.0
C 0.178056 -2.723635 -2.247106 -0.2 0.1 0.3
C 0.930031 -2.551932 -3.575493 -0.1 -0.1 -0.1
C -0.510437 -1.386400 -1.801618 1.0 -0.7 -0.7
C -1.189291 -1.496814 -0.500433 -1.4 0.6 -0.1
C -2.044107 -0.566009 0.105733 0.7 -0.5 -0.2
C -2.865374 -1.011042 1.210438 -0.4 0.3 0.4
C -2.933209 -2.457840 1.610131 0.0 -0.2 0.3
C -3.645175 -0.093468 1.890127 0.3 -0.6 -0.1
C -3.698821 1.259064 1.520417 0.4 -0.3 -0.2
C -4.508392 2.213313 2.332585 0.0 0.3 -0.1
C -2.967631 1.679914 0.403928 0.0 0.2 -0.1
C -2.129229 0.824082 -0.295996 -0.2 0.3 -0.2
C -1.329931 1.391230 -1.425740 0.0 0.4 -0.2
C 0.858717 -4.679177 -0.758806 0.1 0.2 0.2
C -0.207409 -5.549849 -1.373698 -0.1 -0.3 0.0
C 1.664787 -5.236165 0.239219 0.1 0.4 -0.1
H 3.289033 -6.103200 2.119089 0.1 0.1 0.0
H 4.620478 -5.063102 1.565451 -0.2 0.0 0.1
H 3.520873 -4.483342 2.817100 0.0 -0.1 -0.1
H 3.643238 -2.562457 0.912528 -0.2 -0.2 -0.2
H 2.068736 -0.880955 -1.942231 0.2 0.0 0.4
H 2.210774 -0.465369 -0.210439 0.1 -0.2 -0.3
H 3.579701 -1.128494 -1.088786 -0.4 0.0 0.1
H -0.658235 -3.409683 -2.445214 0.3 0.1 0.1
H 1.368220 -3.513408 -3.872458 -0.1 0.2 0.0
H 0.238306 -2.230949 -4.364726 0.2 0.0 0.1
H 1.742709 -1.820107 -3.502155 -0.2 -0.3 -0.1
H 0.231884 -0.573522 -1.821366 -0.4 -0.2 0.1
H -1.246949 -1.153148 -2.594489 0.1 0.2 0.4
H -1.130653 -2.495117 -0.056370 0.0 0.3 0.1
H -3.559221 -2.556448 2.506137 0.2 0.0 -0.2
H -3.379122 -3.099918 0.832683 0.2 0.3 0.2
H -1.939313 -2.854330 1.853713 -0.2 0.0 0.0
H -4.230516 -0.426290 2.745402 0.1 0.0 -0.2
H -4.392340 3.229972 1.947011 -0.1 -0.1 0.1
H -5.571567 1.944023 2.311201 0.2 0.0 0.0
H -4.188423 2.194786 3.382301 0.0 0.0 -0.2
H -3.045695 2.730206 0.099616 0.2 -0.5 0.1
H -1.620671 2.431510 -1.627746 0.1 -0.3 0.3
H -0.263211 1.413307 -1.152129 -0.2 0.0 -0.1
H -1.458988 0.830154 -2.361854 0.1 0.2 0.4
H -0.156139 -6.546944 -0.921677 -0.1 0.2 -0.1
H -1.224047 -5.166521 -1.198459 0.2 -0.1 -0.1
H -0.064025 -5.671970 -2.457324 -0.1 0.1 0.3
H 1.492932 -6.271688 0.537275 0.1 0.2 0.0
C -1.343676 6.148898 -2.320307 -0.2 0.2 -0.1
C -0.566624 5.433228 -1.259232 0.0 -0.2 0.1
C -1.248200 5.078091 -0.087373 0.5 -0.3 0.0
C -0.637102 4.311967 0.886623 0.4 0.2 -0.5
C 0.696982 3.857728 0.705008 0.0 0.3 -0.3
C 1.190429 2.948415 1.650315 1.4 -1.1 1.0
S 2.922321 2.685507 1.630246 -2.7 0.9 -0.3
C 3.253502 2.043174 3.349347 -0.3 0.0 0.1
F 4.543731 1.712977 3.496313 -0.5 0.0 0.0
F 2.941729 2.980483 4.271595 0.2 -0.7 -0.5
F 2.487362 0.950465 3.571070 0.5 0.4 0.2
O 3.270374 1.640005 0.681036 0.7 0.2 0.6
O 3.585310 3.970193 1.579364 1.1 -0.6 -0.1
C 1.430185 4.327841 -0.429713 -0.4 0.1 0.0
C 0.787681 5.075141 -1.398253 -0.9 0.1 0.1
H -0.711858 6.410217 -3.173909 -0.2 0.0 0.1
H -2.174375 5.518777 -2.673103 0.2 0.2 -0.1
H -1.795192 7.060497 -1.905671 0.1 0.0 -0.3
H -2.282726 5.382557 0.041244 0.0 0.1 0.0
H -1.121483 4.047010 1.821375 -0.2 0.0 -0.1
H 0.691032 2.846800 2.617733 0.4 -0.1 -0.3
H 2.501395 4.160829 -0.543200 -0.4 -0.2 0.1
H 1.321900 5.379896 -2.298464 0.0 0.0 0.2
```
Positions in Å, forces in eV/Å.

***

The following is a quantum chemistry calculation of a gas-phase ion, C7H6I3O3 (charge -1) in a non-equilibrium geometry, from OMol25.

Values from the calculation:
F_max: 4.794 eV Å⁻¹
Spin multiplicity: 3
Frontier orbital gap (alpha / beta): 3.71 / 6.66 eV
E_HOMO (alpha / beta): -1.21 / -5.56 eV
⟨S²⟩: 2.017
Energy: -1389.0752 Eh
Net charge: -1

XYZ file:
```
19
Properties=species:S:1:pos:R:3:forces:R:3
C -1.896385 -0.582995 0.011160 -2.6 0.6 0.8
C -1.908054 0.815839 -0.155719 1.8 1.4 -0.6
C -0.784040 -1.361859 0.272724 4.2 1.7 -1.6
C -0.450033 1.460019 -0.565289 -3.8 -1.1 1.2
C 0.728963 0.752496 0.027721 -1.9 -0.9 -2.7
C 0.601211 -0.769834 -0.176195 -1.2 0.1 3.1
C 1.600758 -1.394927 0.832730 1.4 1.0 -1.5
O -2.890335 1.552598 -0.084239 -0.8 0.3 -0.1
O -0.846678 -2.542830 0.595035 -0.1 -2.7 0.9
O 1.806281 1.266823 -0.670926 2.2 -2.4 0.8
I -3.700510 -1.622277 0.468329 0.3 0.7 -0.4
I -0.424905 3.569413 -0.137872 -0.1 0.3 0.2
I 1.001652 -1.165933 -2.229792 0.3 -0.7 -1.7
H -0.574950 1.449194 -1.628768 0.8 -0.1 -0.7
H 0.692257 0.879450 1.071119 0.5 0.5 1.7
H 1.118777 -1.182189 1.801123 0.6 -0.7 -0.1
H 2.633218 -0.839966 0.759963 -1.8 -1.2 0.1
H 1.679772 -2.445211 0.514140 0.2 0.3 0.9
H 1.612999 2.162193 -0.705245 0.1 3.0 -0.4
```
Positions in Å, forces in eV/Å.

***

The following is a quantum chemistry calculation of C28H31N3O2 in the gas phase, from OMol25.

Values from the calculation:
F_max: 0.834 eV Å⁻¹
Frontier orbital gap: 8.99 eV
Relative energy (zero: lowest compared OMol25 entry of this formula, charge and spin): 84.54 kJ/mol
E_HOMO: -8.27 eV
Energy: -1400.3464 Eh
SMILES: C/C(=N\NC(=O)CNC(=O)C(c1ccccc1)c1ccccc1)c1ccc(C(C)(C)C)cc1

XYZ file:
```
64
Properties=species:S:1:pos:R:3:forces:R:3
C 2.389110 2.997916 -1.197715 -0.1 0.0 0.0
C 2.365365 1.501453 -1.177907 -0.5 0.5 0.4
N 1.714870 0.779413 -0.349620 0.1 -0.7 -0.4
N 0.879686 1.322434 0.591633 0.6 0.2 0.4
C -0.117060 2.209485 0.380648 -0.4 0.2 0.2
O -0.382154 2.749954 -0.674961 0.0 0.0 -0.1
C -0.950438 2.439979 1.655047 0.2 0.0 -0.1
N -1.855608 1.336312 1.898049 -0.1 0.3 -0.2
C -1.440601 0.182120 2.454546 -0.3 -0.1 -0.1
O -0.291357 0.008243 2.821826 0.3 -0.1 0.2
C -2.519293 -0.887542 2.606319 0.1 -0.1 0.0
C -3.388530 -0.923102 1.369501 -0.2 -0.1 -0.1
C -2.925805 -1.570653 0.229616 0.0 0.0 0.0
C -3.680094 -1.578512 -0.929393 0.0 0.0 -0.1
C -4.907932 -0.938809 -0.964088 -0.1 0.0 0.0
C -5.375274 -0.289577 0.165270 -0.1 0.1 -0.1
C -4.618945 -0.276878 1.324847 0.0 -0.1 0.1
C -3.329220 -0.708840 3.871836 0.1 0.0 0.2
C -3.304439 0.454794 4.627525 0.1 -0.1 0.0
C -4.077459 0.564259 5.771966 -0.1 0.0 0.1
C -4.887843 -0.483082 6.170815 0.0 0.1 0.1
C -4.919423 -1.647422 5.421023 0.0 -0.1 0.0
C -4.144065 -1.759127 4.282611 0.0 0.0 0.0
C 3.189270 0.768533 -2.146802 0.4 -0.3 -0.4
C 3.533072 1.317514 -3.377913 -0.2 0.0 0.3
C 4.316127 0.613913 -4.275484 0.1 -0.1 -0.1
C 4.793647 -0.657121 -3.980172 -0.1 0.1 -0.1
C 5.674309 -1.453816 -4.928825 0.1 -0.1 -0.1
C 5.974720 -0.703071 -6.229020 -0.1 -0.1 0.2
C 4.964286 -2.766980 -5.287067 0.1 0.2 0.0
C 7.008970 -1.756997 -4.232839 -0.1 0.0 -0.1
C 4.433686 -1.206226 -2.749551 0.0 0.0 0.0
C 3.646028 -0.516420 -1.853843 0.0 0.1 0.0
H 2.318112 3.373133 -0.176052 0.0 0.0 0.0
H 1.524365 3.382608 -1.739420 0.0 0.0 0.0
H 3.303843 3.367744 -1.652532 0.1 0.0 0.0
H 0.819177 0.745152 1.433323 -0.1 0.2 -0.2
H -0.283086 2.534131 2.516817 -0.1 0.1 -0.1
H -1.531954 3.353466 1.528809 0.1 -0.1 0.0
H -2.775759 1.377668 1.486761 0.1 -0.1 0.0
H -1.980860 -1.839490 2.687272 0.0 0.2 -0.1
H -1.966703 -2.067969 0.252446 0.1 -0.1 0.0
H -3.308020 -2.084469 -1.807620 0.0 0.0 -0.1
H -5.498030 -0.946104 -1.868099 0.0 0.0 -0.1
H -6.331876 0.211596 0.145846 -0.1 0.0 0.0
H -4.993328 0.227333 2.205103 0.0 0.0 0.1
H -2.675284 1.281671 4.333960 0.1 0.1 0.0
H -4.044215 1.474482 6.352623 0.0 0.1 0.1
H -5.490411 -0.394650 7.062467 0.0 0.0 0.1
H -5.547909 -2.471174 5.725861 0.0 -0.1 0.0
H -4.170669 -2.667788 3.698157 0.0 -0.1 -0.1
H 3.169372 2.294907 -3.657481 0.0 0.1 0.0
H 4.549446 1.081751 -5.218211 0.0 0.0 -0.1
H 6.610426 -1.317656 -6.863359 0.1 -0.1 -0.1
H 6.499546 0.228690 -6.031014 0.0 0.1 0.0
H 5.060634 -0.488850 -6.777878 -0.1 0.1 -0.1
H 4.005732 -2.559320 -5.758064 -0.1 0.0 -0.1
H 4.785188 -3.374522 -4.404543 0.0 -0.1 0.1
H 5.572417 -3.344044 -5.980585 0.1 -0.1 -0.1
H 7.661221 -2.315457 -4.901015 0.1 -0.1 -0.1
H 7.508378 -0.830255 -3.957681 0.1 0.1 0.0
H 6.861687 -2.344698 -3.331196 0.0 -0.1 0.1
H 4.775538 -2.194141 -2.479349 0.1 -0.1 0.0
H 3.378134 -0.954821 -0.905662 0.0 -0.1 0.1
```
Positions in Å, forces in eV/Å.

***

The following is a quantum chemistry calculation of a gas-phase ion, C10H13BrF2N5O3S3 (charge +1) in a non-equilibrium geometry, from OMol25.

Values from the calculation:
F_max: 8.337 eV Å⁻¹
Frontier orbital gap: 4.17 eV
E_HOMO: -10.43 eV
Energy: -4856.0608 Eh
SMILES: O=S(=O)(F)[N+]1=C(NF)N[C@@H](CCCSC(=S)n2ccnc2)O[C@@H]1Br
Net charge: +1

XYZ file:
```
37
Properties=species:S:1:pos:R:3:forces:R:3
O 0.208724 0.991352 1.987269 -4.1 1.3 1.9
S -0.798625 1.071166 3.086976 7.9 -2.1 1.7
O -0.332260 0.248462 4.240572 -3.1 2.6 -2.8
F -0.822620 2.685513 3.595462 -1.3 -3.1 -1.3
N -2.398481 0.582394 2.640676 -1.6 2.5 -0.9
C -3.061625 1.540870 1.736062 0.5 0.7 -2.1
N -4.008691 2.380292 2.133289 2.0 -1.8 0.0
F -4.530621 3.215377 1.214011 0.2 -0.6 1.1
N -2.654804 1.589544 0.334025 -0.4 -0.7 2.6
C -2.433090 0.236365 -0.256782 0.3 -1.1 -2.4
C -1.490196 0.269829 -1.580608 0.2 0.6 0.7
C -0.031836 0.870917 -1.301115 0.1 0.1 -0.1
C 0.831581 1.048812 -2.670876 0.2 1.4 1.5
S 1.906893 -0.419726 -3.051475 0.4 -0.5 1.0
C 3.132834 -0.486402 -1.678390 0.8 1.9 1.9
S 3.432672 0.905193 -0.753007 -0.4 -1.9 -1.4
N 3.877419 -1.695785 -1.283810 -2.0 0.7 -1.5
C 3.183006 -2.970900 -1.256491 5.7 -2.0 1.8
C 4.346121 -3.904491 -0.761064 -2.4 5.0 -1.6
N 5.529899 -3.091713 -0.587373 -2.2 2.2 -1.0
C 5.275008 -1.706689 -0.903853 -2.6 -5.8 0.5
O -1.825198 -0.733449 0.634514 -1.5 1.2 1.9
C -2.430450 -0.735385 1.924768 1.2 -2.1 -0.3
Br -4.375423 -1.270772 1.878365 1.1 0.5 0.0
H -4.348717 2.407939 3.119299 -0.1 0.4 -1.0
H -1.815676 2.193056 0.295041 -0.3 -0.3 -0.3
H -3.438238 -0.183576 -0.611585 1.2 0.8 0.9
H -2.000490 0.899875 -2.382471 0.5 -0.9 1.1
H -1.415839 -0.809167 -1.952929 -0.1 1.5 0.6
H -0.062072 1.932614 -0.838216 -0.2 -1.6 -0.7
H 0.515308 0.219398 -0.528235 -0.7 1.0 -1.3
H 0.167990 1.312347 -3.569200 1.0 -0.9 1.2
H 1.495964 1.978968 -2.499224 -0.8 -1.7 -0.4
H 2.108737 -3.233251 -1.509013 1.7 1.0 0.3
H 4.186905 -5.016481 -0.586672 0.9 1.8 -0.1
H 5.975282 -0.815421 -0.853903 -1.3 -1.5 -0.1
H -1.899391 -1.507077 2.595962 -0.8 1.3 -1.2
```
Positions in Å, forces in eV/Å.